# 1
The following is a DFT calculation (ωB97M-V with the def2-TZVPD basis set) of a structure of composition C8H11N4 in a non-equilibrium geometry.

Results
charge = +1
E_HOMO = -11.12 eV
total energy = -530.1408 hartree
multiplicity = 1
Kohn-Sham gap = 8.008 eV

```
23
Properties=species:S:1:pos:R:3:forces:R:3
C -0.785445 -1.243956 0.020975 0.92 2.42 -0.24
C -0.233351 0.050381 -0.019158 0.20 -3.07 0.10
C -2.496361 0.176260 -0.080984 1.61 -0.35 -0.07
C 1.544216 1.569500 -0.024734 -1.52 1.74 0.48
C 2.865603 1.683659 0.020856 1.54 -1.04 0.14
C 2.843606 -0.616991 0.008073 -2.24 1.24 0.75
C -3.773009 0.933448 -0.088066 -2.70 -2.36 1.43
C 2.807530 -2.051424 -0.036970 -2.35 -0.06 -2.44
N 1.091883 0.314481 -0.023797 -0.68 -0.73 0.09
N 3.442035 0.402365 0.104372 1.45 1.26 -0.60
N -1.297771 0.895419 -0.064000 -1.35 -0.20 0.50
N -2.134144 -1.152503 -0.034293 1.84 6.75 -0.36
H -0.293759 -2.125589 0.241360 0.65 -1.55 0.08
H 0.863374 2.466263 0.063649 0.90 -1.07 -0.47
H 3.527700 2.501067 -0.081715 0.15 0.72 0.21
H -3.559077 1.888269 0.344121 -0.06 0.71 0.02
H -4.364327 1.034709 -1.043785 1.06 -0.21 0.83
H -4.517398 0.400066 0.692915 1.55 1.20 -1.78
H 3.329694 -2.434760 0.782073 0.68 -0.93 1.23
H 3.314290 -2.235861 -0.998500 -0.10 -0.74 0.41
H 1.707996 -2.407800 -0.129016 2.20 0.46 0.31
H -1.211887 1.857553 0.297325 -0.47 -0.67 -0.83
H -2.671401 -1.904562 0.049299 -3.27 -3.52 0.21
```
Positions in Å, forces in eV/Å.



# 2
The following is a DFT calculation (ωB97M-V with the def2-TZVPD basis set) of a cluster of 2 separate species, C6H13NO in total.

Results
charge = 0
E_HOMO = -9.54 eV
total energy = -366.3853 hartree
multiplicity = 1
Kohn-Sham gap = 10.354 eV

```
21
Properties=species:S:1:pos:R:3:forces:R:3
C -3.330226 0.478357 -1.213296 -0.28 0.26 -0.08
C -2.140068 0.157959 -0.736459 -0.07 0.05 -0.04
C -1.222475 1.104237 -0.028414 0.14 0.00 0.24
C -1.080216 0.755383 1.459170 0.14 0.15 0.00
H -3.990499 -0.235276 -1.688803 0.09 -0.08 0.00
H -3.702457 1.495195 -1.138273 0.01 0.00 0.01
H -1.817166 -0.872302 -0.829249 0.16 -0.12 0.08
H -0.229517 1.078683 -0.484148 0.03 -0.08 -0.09
H -1.582096 2.128880 -0.135976 -0.06 0.01 -0.06
H -0.991408 -0.320450 1.591581 0.02 -0.09 0.07
H -0.186399 1.202787 1.895755 -0.02 -0.01 -0.07
H -1.935963 1.109614 2.031499 -0.15 -0.09 -0.05
C 1.900704 -1.562350 -0.764657 -0.22 -0.15 0.19
N 2.980740 -0.731405 -0.280721 0.13 0.21 0.00
C 2.935144 -0.162756 0.944262 0.04 0.10 0.20
O 2.053521 -0.353157 1.753449 -0.06 -0.04 0.03
H 1.546393 -2.197328 0.049881 0.10 0.06 -0.08
H 2.262446 -2.192162 -1.569835 0.01 -0.03 -0.11
H 1.045203 -0.975213 -1.107772 0.07 0.03 -0.06
H 3.688313 -0.404783 -0.915811 -0.02 -0.08 -0.02
H 3.796036 0.496097 1.167814 -0.06 -0.11 -0.16
```
Positions in Å, forces in eV/Å.